Record 1
DFT (ωB97M-V with the def2-TZVPD basis set) results for a molecular structure, C54H54ClN4O2P2Ti.

```
118
Properties=species:S:1:pos:R:3:forces:R:3:lowdin_charge:R:1
Ti -0.130 -0.236 0.072 -0.5 0.6 0.3 1.118
C 1.958 -1.457 3.088 0.1 0.0 0.0 -0.166
C 1.080 -0.218 3.303 -0.1 0.0 0.1 -0.171
C 1.341 0.957 2.360 0.1 0.0 -0.2 -0.204
N 1.338 0.596 0.943 -0.1 -0.3 0.0 -0.109
C 2.343 1.285 0.095 0.0 -0.1 0.1 -0.354
C 2.697 3.752 -0.784 0.0 0.1 -0.1 -0.077
C 3.831 3.692 -1.486 0.0 0.1 0.1 -0.091
C 4.757 2.605 -1.786 0.1 -0.1 0.0 -0.099
C 4.497 1.334 -2.105 0.0 0.1 0.0 -0.093
C 3.198 0.682 -2.208 -0.1 0.1 0.1 -0.037
C 2.215 0.661 -1.288 -0.1 -0.1 -0.2 -0.228
N 0.963 0.046 -1.507 0.1 0.1 0.2 -0.087
C 0.769 -0.356 -2.905 0.0 0.0 0.0 -0.203
C -0.600 -0.899 -3.335 0.0 0.0 -0.1 -0.143
C -1.743 -0.354 -2.495 0.0 0.2 0.0 -0.235
N -1.593 -0.947 -1.188 0.1 -0.4 0.3 -0.087
C -1.951 -2.206 -0.938 0.1 -0.1 -0.2 -0.239
C -2.870 -2.913 -1.733 0.0 0.1 0.1 -0.004
C -3.538 -4.107 -1.512 0.0 0.0 -0.1 -0.067
C -3.458 -4.992 -0.454 0.1 0.0 0.1 -0.090
C -2.549 -4.920 0.592 -0.1 0.0 0.0 -0.063
C -1.526 -4.020 0.817 0.1 0.1 -0.1 -0.003
C -1.141 -2.855 0.122 -0.1 -0.1 0.1 -0.214
N 0.002 -2.222 0.380 0.0 0.1 0.0 -0.077
C 1.091 -2.898 1.082 0.1 0.0 -0.1 -0.188
C 1.216 -2.711 2.600 0.0 -0.1 0.0 -0.166
H 2.439 -1.709 4.036 0.0 0.0 0.0 0.112
H 2.774 -1.232 2.399 0.0 0.0 0.0 0.090
H 1.205 0.160 4.322 0.0 0.0 0.0 0.117
H 0.041 -0.524 3.229 0.0 0.0 0.0 0.056
H 2.310 1.401 2.605 -0.1 -0.1 0.1 0.117
H 0.593 1.744 2.557 0.0 0.0 0.0 0.090
H 2.247 4.742 -0.740 0.0 0.0 0.0 0.101
H 4.161 4.646 -1.888 0.0 0.0 0.0 0.102
H 5.795 2.917 -1.842 0.0 0.0 0.0 0.107
H 5.345 0.728 -2.413 0.0 0.0 0.0 0.112
H 3.067 0.124 -3.124 0.0 0.0 0.0 0.095
H 1.521 -1.110 -3.167 0.0 0.0 0.0 0.120
H 0.995 0.524 -3.519 0.0 0.0 0.0 0.126
H -0.624 -1.991 -3.284 0.0 0.0 0.1 0.113
H -0.736 -0.637 -4.387 0.0 0.0 0.0 0.120
H -2.729 -0.518 -2.942 0.1 -0.1 -0.1 0.110
H -1.617 0.727 -2.388 0.0 -0.1 0.0 0.098
H -3.161 -2.406 -2.643 0.0 0.0 0.0 0.101
H -4.254 -4.366 -2.285 0.0 0.0 0.0 0.112
H -4.137 -5.834 -0.459 0.0 0.0 0.0 0.104
H -2.617 -5.714 1.327 0.0 0.0 0.0 0.112
H -0.906 -4.251 1.674 0.0 0.0 0.0 0.101
H 2.017 -2.545 0.617 0.0 0.0 0.0 0.111
H 1.024 -3.966 0.852 0.0 0.0 0.0 0.117
H 1.770 -3.584 2.957 0.0 0.0 0.0 0.115
H 0.229 -2.768 3.074 0.0 0.0 0.0 0.101
O -1.286 1.615 0.113 0.0 -0.1 -0.2 -0.368
P -2.340 2.420 0.823 0.0 0.0 -0.1 0.791
C -2.446 1.907 2.560 0.0 0.2 0.1 -0.271
P -2.590 0.109 2.705 -0.1 0.0 0.0 0.775
O -1.635 -0.539 1.746 0.3 0.0 -0.2 -0.365
C -2.280 -0.326 4.411 0.0 0.0 0.0 -0.300
C -1.900 0.582 5.391 0.0 0.1 0.0 -0.073
C -1.609 0.138 6.673 0.0 0.0 0.0 -0.060
C -1.692 -1.212 6.972 0.0 -0.1 0.0 -0.056
C -2.075 -2.125 5.996 0.0 0.0 0.0 -0.054
C -2.373 -1.684 4.719 0.0 0.0 0.0 -0.070
C -4.282 -0.343 2.338 0.0 0.0 0.0 -0.280
C -4.580 -0.833 1.071 0.0 0.0 0.0 -0.060
C -5.892 -1.135 0.741 0.0 0.0 0.0 -0.059
C -6.901 -0.946 1.674 0.0 0.0 0.0 -0.062
C -6.605 -0.459 2.941 0.0 0.0 0.0 -0.064
C -5.296 -0.160 3.277 0.0 0.0 0.1 -0.070
C -3.987 2.234 0.136 0.0 0.0 0.0 -0.296
C -4.125 1.767 -1.165 0.0 0.0 0.0 -0.060
C -5.388 1.611 -1.719 0.0 0.0 0.0 -0.054
C -6.513 1.918 -0.972 0.0 0.0 0.0 -0.061
C -6.382 2.392 0.328 0.0 0.0 0.0 -0.061
C -5.124 2.556 0.878 0.0 0.0 0.0 -0.079
C -1.943 4.164 0.845 0.0 0.0 0.0 -0.263
C -2.709 5.094 0.150 -0.1 0.0 -0.1 -0.057
C -2.334 6.430 0.140 0.0 0.0 0.0 -0.058
C -1.199 6.838 0.823 0.0 0.0 0.0 -0.057
C -0.433 5.913 1.523 0.0 0.0 0.0 -0.059
C -0.804 4.582 1.533 0.0 0.0 0.0 -0.080
H -3.253 2.433 3.073 0.0 0.0 0.0 0.087
H -1.503 2.212 3.025 0.0 0.0 0.0 0.058
H -1.822 1.639 5.170 0.0 0.0 0.0 0.103
H -1.315 0.846 7.435 0.0 0.0 0.0 0.112
H -1.461 -1.559 7.970 0.0 0.0 0.0 0.113
H -2.142 -3.178 6.232 0.0 0.0 0.0 0.113
H -2.671 -2.397 3.957 0.0 0.0 0.0 0.118
H -3.787 -0.966 0.348 0.0 0.0 0.0 0.091
H -6.122 -1.522 -0.242 0.0 0.0 0.0 0.114
H -7.925 -1.185 1.418 0.0 0.0 0.0 0.112
H -7.394 -0.325 3.669 0.0 0.0 0.0 0.111
H -5.067 0.197 4.274 0.0 0.0 0.0 0.114
H -3.245 1.521 -1.739 0.0 0.0 0.0 0.080
H -5.490 1.249 -2.733 0.0 0.0 0.0 0.113
H -7.498 1.792 -1.402 0.0 0.0 0.0 0.114
H -7.261 2.633 0.910 0.0 0.0 0.0 0.115
H -5.040 2.934 1.890 0.0 0.0 0.0 0.111
H -3.595 4.784 -0.389 0.0 0.0 0.0 0.108
H -2.929 7.150 -0.404 0.0 0.0 0.0 0.113
H -0.909 7.880 0.814 0.0 0.0 0.0 0.113
H 0.452 6.232 2.057 0.0 0.0 0.0 0.114
H -0.195 3.865 2.071 0.0 0.0 0.0 0.090
Cl 7.721 0.190 2.618 0.0 0.0 0.0 0.672
C 6.181 0.523 1.888 0.1 0.0 0.0 -0.663
C 5.515 -0.485 1.209 0.0 0.0 0.0 -0.084
C 4.290 -0.207 0.631 0.0 0.0 0.0 -0.041
C 3.720 1.061 0.708 0.1 0.0 0.0 -0.180
C 1.914 2.756 0.014 -0.1 0.1 0.0 -0.124
C 4.405 2.048 1.405 0.0 0.0 0.0 -0.031
C 5.635 1.788 1.995 0.0 0.0 0.0 -0.083
H 5.954 -1.470 1.136 0.0 0.0 0.0 0.110
H 3.773 -0.986 0.085 0.0 0.0 0.0 0.119
H 0.886 2.747 -0.369 0.1 0.0 0.0 0.111
H 1.821 3.154 1.031 0.0 0.0 0.1 0.103
H 4.003 3.049 1.476 0.0 0.0 0.0 0.117
H 6.169 2.564 2.525 0.0 0.0 0.0 0.108
```
Forces are in eV/Å.

Summary:
* max |F|: 0.0152 Eh/bohr
* charge: +1
* E_HOMO: -9.19 eV
* calculated total energy: -4451.9820 Ha
* LUMO energy: -2.34 eV
* relative energy (zero: lowest compared OMol25 entry of this formula, charge and spin): 0.00 kJ/mol

---

Record 2
DFT (ωB97M-V with the def2-TZVPD basis set) results for a molecular structure, C34H43Cl2LaN4O3PS5Sb in a non-equilibrium geometry.

```
94
Properties=species:S:1:pos:R:3:forces:R:3:lowdin_charge:R:1
La 0.019 -1.690 -1.380 0.7 1.7 -1.8 1.635
S 3.690 -3.014 -6.241 -1.1 -0.6 0.2 -0.443
Sb 2.679 -2.226 -4.268 1.5 0.2 -1.4 -0.304
S 2.091 -3.807 -2.600 -0.4 0.2 0.7 -0.290
S 0.767 -0.897 -4.429 -0.5 -0.1 0.8 -0.324
S 4.562 -0.916 -3.881 -0.1 0.5 1.4 -0.321
Cl -3.889 -7.736 1.494 -0.3 -1.1 0.0 0.661
C -3.384 -6.219 0.928 1.8 1.8 -2.2 -0.727
C -3.465 -5.147 1.819 -0.8 0.7 0.2 -0.167
C -3.086 -3.872 1.461 0.2 -1.2 0.1 -0.600
Cl -3.738 -2.571 2.380 0.5 0.5 0.2 0.690
C -2.164 -3.671 0.366 0.4 1.1 -0.3 -0.349
O -1.349 -2.677 0.370 -1.5 -1.6 0.1 -0.218
C -2.307 -4.662 -0.709 -0.7 -0.8 2.6 -0.132
C -1.967 -4.337 -2.020 2.6 3.0 -2.3 -0.139
O -1.449 -3.201 -2.382 -2.7 -4.0 0.6 -0.280
C -2.862 -5.948 -0.364 -0.4 0.0 1.6 -0.024
H -3.960 -5.313 2.784 0.1 0.2 -0.4 0.100
H -2.047 -5.080 -2.832 -0.3 0.1 0.4 0.145
H -2.810 -6.773 -1.055 -0.1 0.0 -0.4 0.105
N -1.102 0.373 -1.087 0.6 -0.3 0.2 -0.431
P -1.416 1.767 -0.569 -0.4 0.4 -0.6 0.542
N -0.504 3.044 -1.286 -1.0 0.1 0.9 -0.227
C -0.554 4.447 -0.857 0.4 -0.1 0.3 -0.237
C 0.852 5.081 -0.593 -0.7 0.1 0.3 -0.195
C 1.841 4.784 -1.728 -0.2 -0.7 -0.5 -0.208
C 1.719 3.322 -2.277 -1.4 0.5 -0.1 -0.148
C 0.226 2.888 -2.529 0.7 0.1 -0.2 -0.213
N -1.232 2.007 1.103 0.2 -0.3 0.1 -0.228
C -0.004 1.532 1.783 -0.6 -0.1 0.5 -0.185
C -0.330 0.717 3.105 0.4 0.7 0.0 -0.163
C -1.454 1.339 4.025 0.8 -0.9 -1.3 -0.206
C -2.630 1.784 3.118 -0.2 0.5 1.0 -0.196
C -2.121 2.737 1.990 -0.2 -1.3 0.6 -0.231
N -3.087 2.156 -0.766 0.2 -0.3 0.7 -0.248
C -4.056 1.183 -0.238 -0.6 0.3 -0.9 -0.213
C -5.107 0.706 -1.340 0.5 -0.2 0.3 -0.163
C -4.743 1.184 -2.777 -0.1 -0.3 0.7 -0.193
C -4.264 2.652 -2.875 0.1 0.3 0.2 -0.171
C -3.700 3.218 -1.533 -0.1 -0.8 0.1 -0.216
H -1.171 4.564 0.046 0.1 -0.2 -0.2 0.098
H -1.031 5.056 -1.643 0.0 -0.1 -0.1 0.098
H 1.236 4.757 0.424 -0.3 0.2 -1.2 0.113
H 0.689 6.189 -0.579 0.2 -0.7 0.4 0.101
H 2.838 4.938 -1.329 0.3 0.1 -0.1 0.088
H 1.717 5.511 -2.567 -0.1 -0.5 0.5 0.108
H 2.124 2.599 -1.578 0.1 -0.1 0.3 0.105
H 2.248 3.189 -3.209 0.4 0.1 -0.3 0.101
H 0.228 1.814 -2.826 -0.2 0.8 0.0 0.071
H -0.273 3.531 -3.323 0.6 -0.7 0.5 0.124
H 0.590 2.444 2.004 0.1 -0.5 0.2 0.106
H 0.594 0.859 1.135 -0.4 0.6 0.1 0.086
H 0.620 0.582 3.679 -0.6 0.3 -0.3 0.102
H -0.611 -0.300 2.821 -0.3 0.1 -0.2 0.093
H -1.026 2.151 4.624 -0.2 0.2 -0.3 0.094
H -1.727 0.552 4.740 -0.2 0.2 -0.1 0.093
H -3.351 2.352 3.772 0.4 -0.5 -0.7 0.106
H -3.162 0.900 2.693 0.5 0.6 0.2 0.101
H -1.533 3.517 2.526 -0.5 0.2 -0.5 0.114
H -3.021 3.083 1.445 0.9 0.3 0.2 0.099
H -4.593 1.625 0.641 0.2 -0.3 -0.5 0.102
H -3.530 0.287 0.064 0.3 0.0 0.3 0.078
H -6.122 0.977 -1.039 0.0 0.3 -0.1 0.084
H -5.096 -0.413 -1.338 0.0 0.8 -0.1 0.103
H -5.593 0.985 -3.458 0.3 0.2 0.3 0.100
H -3.956 0.502 -3.087 0.3 0.2 -0.2 0.099
H -5.110 3.298 -3.144 0.2 -0.1 -0.3 0.091
H -3.478 2.721 -3.649 -0.4 0.0 0.3 0.108
H -4.555 3.644 -0.943 0.6 -0.1 -0.3 0.115
H -2.940 3.989 -1.683 -0.4 0.0 -0.2 0.083
O 2.006 -0.932 -0.257 1.7 -1.2 0.3 -0.727
S 3.330 -1.764 -0.469 -1.0 1.5 -0.6 0.910
C 3.304 -3.020 0.768 0.3 -0.3 1.6 -0.392
C 2.281 -3.210 1.731 0.2 1.0 -1.4 -0.062
C 2.494 -4.100 2.763 -0.2 -0.1 0.2 -0.097
C 3.684 -4.815 2.860 0.1 -0.6 0.2 -0.098
C 4.635 -4.719 1.847 0.4 0.3 0.0 -0.085
C 4.497 -3.755 0.853 -0.7 -0.5 -0.3 -0.074
C 4.539 -0.685 0.297 0.3 0.5 -0.2 -0.365
C 5.613 -0.251 -0.483 -0.1 -0.2 0.1 -0.073
C 6.546 0.637 0.053 0.1 0.4 -0.2 -0.084
C 6.349 1.216 1.291 0.2 -0.5 1.2 -0.107
C 5.279 0.758 2.061 -0.9 0.3 1.0 -0.099
C 4.352 -0.167 1.562 0.3 0.7 0.9 -0.079
H 1.335 -2.626 1.674 0.9 -0.5 0.0 0.110
H 1.669 -4.232 3.457 0.3 -0.1 0.2 0.103
H 3.882 -5.458 3.731 -0.3 0.2 -0.6 0.101
H 5.530 -5.354 1.814 -0.4 0.3 0.3 0.107
H 5.289 -3.643 0.109 -0.4 0.1 0.1 0.128
H 5.648 -0.556 -1.524 0.1 -0.3 -0.2 0.000
H 7.431 0.945 -0.491 -0.2 -0.1 -0.4 0.101
H 7.077 1.926 1.740 -0.6 -0.5 -0.5 0.105
H 5.079 1.135 3.098 0.4 -0.2 -1.1 0.107
H 3.482 -0.394 2.187 0.3 -0.2 -0.4 0.115
```
Forces are in eV/Å.

Summary:
* max |F|: 0.0950 Eh/bohr
* charge: -2
* E_HOMO: -0.38 eV
* calculated total energy: -5290.8551 Ha
* LUMO energy: 3.11 eV
* relative energy (zero: lowest compared OMol25 entry of this formula, charge and spin): 219.33 kJ/mol

---

Record 3
DFT (ωB97M-V with the def2-TZVPD basis set) results for 2 unconnected molecules or ions with the total composition C6H12O.

```
19
Properties=species:S:1:pos:R:3:forces:R:3:lowdin_charge:R:1
C -2.369 0.229 -1.314 -0.2 -0.1 0.1 -0.043
C 0.648 1.353 -1.196 0.3 -0.3 0.4 0.114
C 1.024 0.043 -0.808 -0.1 0.2 -0.4 -0.315
C 2.162 -0.127 0.263 0.0 -0.1 0.2 -0.012
C 0.838 -0.574 0.648 0.1 0.3 0.2 -0.531
C 0.004 0.142 1.688 0.0 0.0 0.0 -0.004
O 0.668 -1.955 0.626 -0.2 0.1 -0.1 0.029
H -3.256 0.499 -1.893 0.1 -0.1 0.1 0.021
H -2.567 0.419 -0.253 0.0 0.0 -0.2 0.014
H -2.145 -0.833 -1.461 -0.1 0.2 0.0 0.023
H 0.689 1.983 -0.280 0.0 -0.1 -0.2 0.003
H -1.521 0.827 -1.652 -0.1 0.0 0.0 -0.025
H 1.048 -0.754 -1.556 0.0 0.2 0.2 0.119
H 2.549 0.794 0.695 0.0 -0.3 -0.2 0.119
H 2.877 -0.898 -0.011 -0.1 0.2 0.1 0.124
H 0.290 -0.219 2.684 0.0 0.1 -0.2 0.094
H -1.066 -0.067 1.539 0.3 0.0 0.0 0.077
H 0.150 1.227 1.651 0.0 -0.3 0.0 0.082
H -0.269 -2.121 0.456 0.1 -0.1 0.0 0.110
```
Forces are in eV/Å.

Summary:
* max |F|: 0.0119 Eh/bohr
* E_HOMO: -8.20 eV
* calculated total energy: -310.8835 Ha
* LUMO energy: 0.03 eV
* relative energy (zero: lowest compared OMol25 entry of this formula, charge and spin): 461.47 kJ/mol

---

Question: Which value of relative energy (zero: lowest compared OMol25 entry of this formula, charge and spin) does entry 1 give?
Answer: 0.00 kJ/mol